1) This record from the Open Molecules 2025 dataset describes a 2-piece molecular cluster, CHBrClNO overall. The level of theory is ωB97M-V/def2-TZVPD.

Positions of all 6 atoms, in Å:
N 1.305 0.698 -0.555
C 2.332 1.089 -0.212
Cl 3.835 1.435 0.185
O -0.759 2.213 -0.448
Br -2.123 1.118 -0.046
H -0.152 1.649 -0.746

Its net charge is 0. The structure (SMILES) is N#CCl.OBr. The gap between HOMO and LUMO is 9.75 eV. Its LUMO energy is 0.0069 Eh. As for the HOMO energy: -9.57 eV.

***

2) This record from the Open Molecules 2025 dataset describes a 2-piece molecular cluster, CHBrClNO overall. The level of theory is ωB97M-V/def2-TZVPD.

Positions of all 6 atoms, in Å:
O 1.033 1.820 -0.452
N 1.606 0.824 -0.242
C 1.915 -0.245 0.128
Cl 2.779 -1.429 0.851
Br -3.599 -0.423 0.544
H -3.733 -0.548 -0.829

Its net charge is 0. The structure (SMILES) is [O-][N+]#CCl.Br. The gap between HOMO and LUMO is 10.01 eV. Its LUMO energy is 0.0103 Eh. As for the HOMO energy: -9.73 eV.

***

Stability ranking, top and bottom: 1) is the most stable and 2) is the least stable.

***

1) This record from the Open Molecules 2025 dataset describes C2H2CuO2 as an isolated structure. The level of theory is ωB97M-V/def2-TZVPD.

Positions of all 7 atoms, in Å:
O -1.025 -0.401 1.271
C -0.728 0.354 0.275
C 0.180 -0.082 -0.727
O 1.439 -0.032 -0.505
H -0.192 -0.718 -1.554
Cu 2.190 1.146 1.121
H -1.864 -0.266 0.121

The spin multiplicity is 2. Its net charge is 0. The gap between HOMO and LUMO (spin up / spin down) is 4.79 / 5.31 eV. Its LUMO energy (spin up / spin down) is -0.0664 / -0.0682 Eh. As for the HOMO energy (spin up / spin down): -6.60 / -7.17 eV.

***

2) This record from the Open Molecules 2025 dataset describes C2H2CuO2 as an isolated structure. The level of theory is ωB97M-V/def2-TZVPD.

Positions of all 7 atoms, in Å:
C -0.956 0.373 -0.159
C -0.518 1.521 -0.130
O 2.599 -0.228 0.152
Cu 1.473 -1.927 0.139
H -0.450 2.584 -0.290
O -0.701 -0.919 -0.049
H -1.445 -1.404 0.336

The spin multiplicity is 2. Its net charge is 0. The gap between HOMO and LUMO (spin up / spin down) is 8.01 / 7.26 eV. Its LUMO energy (spin up / spin down) is -0.0425 / -0.0392 Eh. As for the HOMO energy (spin up / spin down): -9.16 / -8.32 eV.

***

Stability ranking, top and bottom: 2) is the most stable and 1) is the least stable.

***

1) This record from the Open Molecules 2025 dataset describes a 2-piece molecular cluster, C7H14P overall. The level of theory is ωB97M-V/def2-TZVPD.

Positions of all 22 atoms, in Å:
C 0.132 -6.273 -1.386
C 1.218 -5.958 -0.682
C -1.459 4.220 -1.513
C 0.089 3.616 1.800
C 1.243 -5.754 0.788
C -2.645 5.017 -1.728
C 1.376 4.295 1.999
P -1.018 3.728 0.388
H -0.823 -6.435 -0.915
H 0.163 -6.380 -2.456
H 2.169 -5.832 -1.184
H -1.173 3.442 -2.206
H -0.419 3.087 2.589
H 1.877 -6.506 1.260
H 0.249 -5.815 1.221
H 1.683 -4.785 1.020
H -2.941 5.599 -0.860
H -3.487 4.421 -2.091
H -2.391 5.711 -2.537
H 1.229 5.293 2.423
H 1.931 4.417 1.071
H 1.972 3.730 2.714

Its net charge is +1. The gap between HOMO and LUMO (spin up / spin down) is 4.38 / 4.36 eV. Its LUMO energy (spin up / spin down) is -0.2408 / -0.2415 Eh. As for the HOMO energy (spin up / spin down): -10.93 / -10.93 eV.

***

2) This record from the Open Molecules 2025 dataset describes an isolated ion of composition C7H14P and charge +1. The level of theory is ωB97M-V/def2-TZVPD.

Positions of all 22 atoms, in Å:
C -0.632 0.356 2.284
C -0.921 -0.819 1.802
C -0.131 1.452 1.356
C -0.584 -1.027 0.192
C 0.123 -2.328 -0.156
C 1.768 0.398 -1.000
C -1.052 1.413 -1.335
P 0.048 0.563 -0.207
H -0.897 0.598 3.395
H -1.283 -1.700 2.398
H -0.975 2.129 1.313
H 0.716 2.022 1.575
H -1.545 -1.071 -0.502
H 1.012 -2.606 0.356
H 0.485 -2.258 -1.139
H -0.461 -3.275 -0.007
H 1.396 0.000 -1.911
H 2.303 -0.221 -0.304
H 2.167 1.356 -1.131
H -1.487 0.571 -2.047
H -0.559 2.211 -1.864
H -1.941 1.593 -0.787

Its net charge is +1. The gap between HOMO and LUMO is 11.29 eV. Its LUMO energy is -0.1016 Eh. As for the HOMO energy: -14.05 eV.

***

Stability ranking, top and bottom: 2) is the most stable and 1) is the least stable.